Record 1
17
Properties=species:S:1:pos:R:3 method="wB97M-V/def2-TZVPD" lumo_energy_ev=4.2 homo_ev=-3.85 relative_energy_kcal_mol=10.8 max_force_ev_per_a=0.629 charge=-1
C 0.20194 -2.07930 -0.30663
C 0.17341 -0.78072 -1.08957
C 1.35522 0.12702 -0.78960
H 1.12957 -2.63942 -0.49547
H -0.62269 -2.74453 -0.57122
H 0.17790 -1.84049 0.75569
H -0.72616 -0.23711 -0.80679
H 0.12311 -0.97216 -2.17031
H 1.24112 1.09457 -1.27963
H 1.41146 0.31825 0.28292
H 2.30297 -0.34283 -1.07951
N -1.13986 1.82496 0.41388
C -1.01373 1.26754 1.82203
O -1.40858 2.01940 2.73070
O -0.49719 0.14101 1.87760
H -2.09468 2.14665 0.27346
H -0.61383 2.69716 0.43245



Record 2
17
Properties=species:S:1:pos:R:3 method="wB97M-V/def2-TZVPD" lumo_energy_ev=3.8 homo_ev=-2.67 smiles=C[C@H](CO)NC[O-] relative_energy_kcal_mol=68.1 max_force_ev_per_a=1.667 charge=-1
C -0.19727 -1.16472 -0.90337
C 0.55446 0.11059 -0.42807
C 1.08011 -0.14741 0.99442
O 2.18335 -1.07004 0.97192
N -0.22312 1.32060 -0.56143
C -1.47413 1.32549 0.36329
O -2.49418 0.59111 -0.00623
H -1.17466 -1.07405 -0.40386
H -0.47391 -1.20933 -1.96364
H 0.17048 -2.15073 -0.60290
H 1.48756 0.14430 -1.00460
H 0.29462 -0.55174 1.62818
H 1.50856 0.80495 1.33502
H 1.95854 -1.76546 0.34543
H -0.53079 1.37541 -1.51849
H -1.67801 2.42044 0.42507
H -0.99161 1.04059 1.32926



Record 3
17
Properties=species:S:1:pos:R:3 method="wB97M-V/def2-TZVPD" lumo_energy_ev="-10.1 / -14.7" homo_ev="-20.76 / -20.76" multiplicity=2 relative_energy_kcal_mol=28.0 max_force_ev_per_a=1.615 charge=+2
O 0.45402 0.06654 -2.61958
C -0.80016 -0.02497 -2.32339
C -1.07416 0.20824 -0.84743
N -0.03191 -0.34057 0.05906
C 0.16149 0.49124 1.30986
C 1.11189 -0.25835 2.24978
O -1.63233 -0.17976 -3.22463
H 0.68476 -0.12999 -3.55843
H -2.08467 -0.02371 -0.51824
H -1.06307 1.29140 -0.74145
H 0.84575 -0.47881 -0.44191
H -0.23889 -1.31388 0.33918
H 0.34807 1.52107 1.01633
H -0.75664 0.57361 1.82404
H 1.78361 -0.94838 1.73054
H 1.76007 0.39589 2.81497
H 0.53218 -0.84957 2.93129



Record 4
18
Properties=species:S:1:pos:R:3 method="wB97M-V/def2-TZVPD" lumo_energy_ev=3.8 homo_ev=-2.77 relative_energy_kcal_mol=55.7 max_force_ev_per_a=3.569 charge=-1
O -2.53867 -0.90981 0.87512
C -1.33366 -1.05498 0.52155
N -1.04815 -1.35580 -0.79881
C 0.28940 -0.95543 -1.49534
C 0.86344 0.31392 -1.09185
S -0.25161 1.60021 -1.55801
C -0.24105 -0.76398 1.51345
H -1.86816 -0.98300 -1.35573
H 0.92527 -1.75380 -1.20481
H -0.01058 -1.04592 -2.50424
H 1.30173 0.27752 -0.09501
H 1.50500 0.76796 -1.87165
H -0.68713 -0.58202 2.47914
H 0.13994 0.32369 1.20907
H 0.46691 -1.58545 1.64345
H 0.23263 2.36675 1.54795
H 1.26909 2.42532 0.70832
O 0.98558 2.91479 1.47741



Record 5
18
Properties=species:S:1:pos:R:3 method="wB97M-V/def2-TZVPD" lumo_energy_ev=3.7 homo_ev=-3.16 relative_energy_kcal_mol=42.9 max_force_ev_per_a=0.821 charge=-1
C 2.18211 -0.73729 1.68963
N 2.04441 -0.87959 0.24777
C 0.74847 -0.34548 -0.24359
C -0.47691 -1.19243 0.15196
S -1.97070 -0.24195 0.60792
C 0.60358 1.11527 0.18732
O 0.97217 2.02794 -0.51421
H 1.23349 -0.77607 2.19097
H 2.86417 -1.47395 2.10665
H 2.65021 0.22063 1.92180
H 2.00782 -1.86063 -0.00440
H 0.81269 -0.30569 -1.33076
H -0.73916 -1.87020 -0.65909
H -0.16305 -1.88666 0.94631
H 0.18346 1.27717 1.18578
H -1.84156 0.27380 -1.61336
H -1.38360 1.51790 -2.41043
O -1.95693 0.74510 -2.47372



Record 6
18
Properties=species:S:1:pos:R:3 method="wB97M-V/def2-TZVPD" lumo_energy_ev=3.6 homo_ev=-4.67 relative_energy_kcal_mol=9.6 max_force_ev_per_a=0.954 charge=-1
O 1.23009 0.96879 0.07430
C 1.61702 0.05705 0.84412
O 1.06086 -1.04608 1.07829
C 2.94472 0.34152 1.57670
H 3.39691 -0.57830 1.94088
H 3.56194 0.81496 0.80365
H 2.73494 1.07550 2.35701
C -1.93210 -0.00622 -0.37099
C -1.26837 -0.69970 -1.53591
S -0.80756 -2.43473 -1.12620
N -2.10355 1.39525 -0.73655
H -2.91996 -0.47080 -0.24424
H -1.34471 -0.15992 0.53832
H -1.93999 -0.74305 -2.39224
H -0.33513 -0.20040 -1.80728
H 0.04666 -2.04307 -0.15951
H -2.75448 1.89939 -0.15516
H -1.18728 1.82982 -0.68520



Record 7
18
Properties=species:S:1:pos:R:3 method="wB97M-V/def2-TZVPD" lumo_energy_ev=3.8 homo_ev=-4.03 relative_energy_kcal_mol=76.4 max_force_ev_per_a=4.008 charge=-1
O -2.41567 1.45363 -1.85351
C -1.53001 0.66408 -1.57864
C -1.16618 0.04801 -0.22557
C -0.03248 0.85681 0.63137
C 0.52386 -0.01749 1.77341
O 1.15583 -1.09730 1.15713
N -0.84090 -1.28978 -0.66297
H -1.01572 0.24705 -2.42358
H -2.03827 0.01214 0.46864
H -0.44985 1.71105 1.18083
H 0.64158 1.18501 -0.20350
H 1.09963 0.52175 2.50300
H -0.42314 -0.48059 2.23951
H -0.96178 -2.02656 0.00941
H 0.13785 -1.31546 -0.95213
H 3.85134 -0.66628 0.99310
H 2.22271 -0.63467 0.81444
O 3.30078 -0.18545 0.36718